# C4H7Br2OP

A cluster of 2 separate species, C4H7Br2OP in total in a non-equilibrium geometry (ωB97M-V/def2-TZVPD, OMol25).

```
15
Properties=species:S:1:pos:R:3:forces:R:3:mulliken_charge:R:1
C 0.6976 -1.2114 -0.5109 0.6 1.3 -0.7 -0.5718
C -0.7392 -1.3112 -0.2706 -0.7 -1.0 -0.1 -0.3877
C 1.1728 0.2141 -0.2610 0.2 1.6 -2.1 -0.6085
C -1.4607 -0.1984 -0.2842 -1.7 -0.3 1.1 -0.1711
O -0.5260 2.2993 0.6220 -0.6 1.8 1.7 -0.6649
P -0.4275 1.2123 -0.3200 2.6 -1.7 -1.3 0.6193
Br -0.1098 0.4012 3.3045 0.0 0.6 -0.3 -0.3317
Br -0.3863 1.9984 -2.3955 -0.3 -0.1 0.0 -0.2663
H 1.3615 -1.8514 -0.0132 0.4 -1.4 1.0 0.3918
H 0.7419 -1.4952 -1.5386 0.6 -0.1 -1.1 0.2855
H -1.1527 -2.3264 -0.3036 -0.2 0.5 0.4 0.3628
H -0.1664 1.5406 2.3746 -0.1 -0.6 0.4 0.3212
H 1.6732 0.2646 0.7163 -0.3 0.4 -0.3 0.3195
H 1.8488 0.6662 -1.1194 -1.1 -1.1 1.9 0.3207
H -2.5272 -0.2026 -0.0005 0.6 0.2 -0.7 0.3814
```
Forces are in eV/Å.

* DFT total energy: -155683.684 eV
* SMILES: O=[P@]1(Br)C=CCC1.Br
* energy above the lowest of the compared OMol25 structures with the same formula, charge and spin: 74.8 kJ/mol
* charge: 0